Below is a 2-piece molecular cluster, C2H4IO2 overall in a non-equilibrium geometry, with properties calculated with ωB97M-V/def2-TZVPD.

Geometry as XYZ:
```
9
Properties=species:S:1:pos:R:3:forces:R:3
I -2.152 1.504 3.430 0.2 -0.1 -0.2
O 1.895 -0.347 -1.432 -0.3 0.0 0.2
O 1.352 0.671 0.469 -1.3 -0.4 0.0
C -0.395 -0.543 -0.701 -0.4 -0.3 -0.3
C 1.042 -0.089 -0.623 0.3 0.4 0.4
H -0.546 -1.147 -1.612 0.2 0.3 0.4
H -0.657 -1.159 0.176 0.1 0.4 -0.2
H 0.537 0.786 1.030 0.9 0.0 -0.4
H -1.076 0.324 -0.737 0.3 -0.3 0.2
```
Positions in Å, forces in eV/Å.

Values from the calculation:
HOMO   -3.740 eV
Gap between HOMO and LUMO   7.11 eV
Multiplicity   1
Total charge   -1

***

Below is a 2-piece molecular cluster, C2H4IPS overall in a non-equilibrium geometry, with properties calculated with ωB97M-V/def2-TZVPD.

Geometry as XYZ:
```
9
Properties=species:S:1:pos:R:3:forces:R:3
I -1.391 -3.298 -1.395 0.1 0.6 0.3
S 2.389 1.198 0.079 -0.6 -1.1 -0.3
P -0.667 -0.060 -1.138 -0.1 -0.3 -1.5
C -0.896 -1.528 -0.372 0.1 -1.9 -0.4
C -0.442 0.794 0.283 -0.6 1.3 2.6
H -0.447 1.879 0.177 0.1 -0.1 0.4
H 2.868 2.364 0.457 0.0 0.8 0.3
H -0.855 0.353 1.269 1.3 1.0 -1.5
H -0.560 -1.702 0.641 -0.3 -0.1 0.1
```
Positions in Å, forces in eV/Å.

Values from the calculation:
HOMO (alpha / beta)   -8.468 / -9.353 eV
Energy above the lowest of the compared OMol25 structures with the same formula, charge and spin   89.8 kcal/mol
Gap between HOMO and LUMO (alpha / beta)   6.36 / 7.84 eV
Multiplicity   1
Total charge   0

***

Below is C2H4KO2 as an isolated structure in a non-equilibrium geometry, with properties calculated with ωB97M-V/def2-TZVPD.

Geometry as XYZ:
```
9
Properties=species:S:1:pos:R:3:forces:R:3
K 3.764 0.841 -1.520 -0.4 0.0 0.1
O -1.284 1.045 -0.351 1.6 0.4 -0.7
O 0.905 0.563 -0.601 0.5 0.2 -0.2
C -0.497 -0.905 0.719 0.3 -0.5 0.3
C -0.178 0.283 -0.139 -1.3 0.1 0.3
H 0.410 -1.512 0.881 -0.4 0.3 -0.1
H -0.977 1.800 -0.923 -0.6 -0.8 0.7
H -0.882 -0.579 1.700 0.0 -0.1 -0.5
H -1.260 -1.536 0.233 0.2 0.4 0.2
```
Positions in Å, forces in eV/Å.

Values from the calculation:
HOMO   -14.468 eV
Energy above the lowest of the compared OMol25 structures with the same formula, charge and spin   0.0 kcal/mol
Gap between HOMO and LUMO   10.36 eV
Multiplicity   1
Total charge   +1

***

Below is C2H4LiORh as an isolated structure in a non-equilibrium geometry, with properties calculated with ωB97M-V/def2-TZVPD.

Geometry as XYZ:
```
9
Properties=species:S:1:pos:R:3:forces:R:3
Rh 1.338 -1.629 -1.439 0.5 0.8 -0.5
O 0.111 -2.027 -0.214 -0.2 -0.1 0.2
C -0.519 0.771 0.568 0.2 0.5 -0.2
C 0.271 1.513 -0.228 -0.1 -0.5 0.1
Li -0.656 -3.322 0.578 -0.5 -0.6 0.5
H -0.200 0.490 1.574 -0.1 0.0 -0.3
H -0.074 1.857 -1.207 0.1 -0.1 0.3
H -1.546 0.535 0.280 0.3 0.0 0.1
H 1.274 1.811 0.087 -0.3 0.0 -0.1
```
Positions in Å, forces in eV/Å.

Values from the calculation:
HOMO (alpha / beta)   -11.355 / -13.716 eV
⟨S²⟩   8.7658
Gap between HOMO and LUMO (alpha / beta)   6.84 / 6.70 eV
Multiplicity   6
Total charge   +1

***

Below is C2H4LiOTb as an isolated structure in a non-equilibrium geometry, with properties calculated with ωB97M-V/def2-TZVPD.

Geometry as XYZ:
```
9
Properties=species:S:1:pos:R:3:forces:R:3
Tb -1.550 2.693 -1.049 0.3 -0.9 0.3
O -0.649 1.138 0.402 -0.5 2.5 -0.2
C 0.293 -0.837 -0.533 -1.2 0.5 0.1
C -0.422 -0.175 0.401 0.7 -2.2 -0.6
Li -0.351 2.365 1.750 0.2 -0.4 0.2
H -0.876 -0.733 1.233 0.1 0.2 -0.3
H 0.708 -0.314 -1.399 0.0 -0.2 0.3
H 2.596 -2.209 -0.242 0.1 0.0 0.0
H 0.251 -1.927 -0.563 0.3 0.4 0.2
```
Positions in Å, forces in eV/Å.

Values from the calculation:
HOMO (alpha / beta)   -12.026 / -9.898 eV
⟨S²⟩   16.4160
Gap between HOMO and LUMO (alpha / beta)   7.84 / 5.76 eV
Multiplicity   8
Total charge   +1

***

Below is a 2-piece molecular cluster, C2H4N2 overall in a non-equilibrium geometry, with properties calculated with ωB97M-V/def2-TZVPD.

Geometry as XYZ:
```
8
Properties=species:S:1:pos:R:3:forces:R:3
N -0.702 0.798 -0.332 -0.7 0.3 0.2
N -1.171 -0.478 -0.221 -0.1 -2.1 -1.4
C -0.348 -0.161 0.841 0.1 0.4 -1.7
C 0.664 0.514 0.003 0.3 -1.3 -1.2
H 1.132 1.476 0.090 1.1 -0.1 1.0
H -0.752 -0.292 1.792 -0.1 0.7 1.8
H 0.147 -1.472 -1.494 -0.7 0.8 1.1
H 1.031 -0.385 -0.678 0.0 1.5 0.2
```
Positions in Å, forces in eV/Å.

Values from the calculation:
HOMO (alpha / beta)   -8.775 / -9.456 eV
Energy above the lowest of the compared OMol25 structures with the same formula, charge and spin   176.4 kcal/mol
Gap between HOMO and LUMO (alpha / beta)   8.56 / 9.59 eV
Multiplicity   1
Total charge   0

***

Below is C2H4N2 in the gas phase in a non-equilibrium geometry, with properties calculated with ωB97M-V/def2-TZVPD.

Geometry as XYZ:
```
8
Properties=species:S:1:pos:R:3:forces:R:3
N -1.056 0.639 0.155 0.3 -3.2 -1.3
N 2.306 0.341 0.110 -0.2 -0.6 0.4
C -0.126 -0.592 -0.007 0.6 2.0 2.5
C 1.290 -0.200 0.181 0.2 1.3 -0.4
H -0.028 -1.071 -0.942 -1.1 -0.4 -1.4
H -1.487 0.765 -0.763 0.2 0.6 0.6
H -0.316 -1.329 0.768 -0.5 -0.1 -0.1
H -0.582 1.446 0.498 0.5 0.4 -0.2
```
Positions in Å, forces in eV/Å.

Values from the calculation:
HOMO   -10.314 eV
Energy above the lowest of the compared OMol25 structures with the same formula, charge and spin   22.7 kcal/mol
SMILES string   N#CCN
Gap between HOMO and LUMO   11.16 eV
Multiplicity   1
Total charge   0

***

Below is C2H4N2O as an isolated structure in a non-equilibrium geometry, with properties calculated with ωB97M-V/def2-TZVPD.

Geometry as XYZ:
```
9
Properties=species:S:1:pos:R:3:forces:R:3
O 1.912 -0.019 0.530 0.5 -1.0 -2.0
N 1.882 1.110 2.566 0.1 0.7 1.5
N -0.849 -1.930 -0.009 -0.2 -0.4 0.8
C 0.285 -2.043 -0.124 -0.2 0.6 -1.1
C 1.897 0.495 1.557 -0.5 1.3 2.2
H -1.722 -1.853 -2.819 0.3 -1.4 1.5
H 1.235 -1.863 -0.578 0.3 -0.5 0.5
H -1.587 -2.371 -2.204 -0.4 1.4 -1.8
H 1.637 1.377 3.528 0.3 -0.7 -1.5
```
Positions in Å, forces in eV/Å.

Values from the calculation:
HOMO   -11.437 eV
Energy above the lowest of the compared OMol25 structures with the same formula, charge and spin   49.3 kcal/mol
Gap between HOMO and LUMO   12.15 eV
Multiplicity   1
Total charge   0

***

Below is C2H4N2O in the gas phase in a non-equilibrium geometry, with properties calculated with ωB97M-V/def2-TZVPD.

Geometry as XYZ:
```
9
Properties=species:S:1:pos:R:3:forces:R:3
O -0.807 1.152 -2.442 -0.9 -2.0 1.4
N -0.230 0.360 0.470 -2.3 0.6 -0.4
N -0.178 -0.125 -0.644 0.7 -1.0 0.0
C 0.748 -0.092 1.375 0.1 -2.7 2.3
C -1.013 0.162 -1.735 2.5 3.9 -0.9
H 0.402 -0.863 2.232 -0.1 2.1 -1.9
H -1.540 -0.694 -2.007 -1.6 -1.5 -0.6
H 1.501 -0.675 0.902 1.0 -0.2 -0.7
H 1.119 0.775 1.850 0.6 0.8 0.7
```
Positions in Å, forces in eV/Å.

Values from the calculation:
HOMO   -9.448 eV
Energy above the lowest of the compared OMol25 structures with the same formula, charge and spin   58.3 kcal/mol
SMILES string   C/N=N/C=O
Gap between HOMO and LUMO   9.67 eV
Multiplicity   1
Total charge   0

***

Below is a 2-piece molecular cluster, C2H4N2O overall in a non-equilibrium geometry, with properties calculated with ωB97M-V/def2-TZVPD.

Geometry as XYZ:
```
9
Properties=species:S:1:pos:R:3:forces:R:3
O 0.649 0.724 -0.482 -1.2 -0.3 -1.8
N 0.048 -0.145 -1.289 -0.3 0.2 1.9
N -3.304 -0.529 0.436 -1.7 -0.2 0.9
C 1.226 0.104 0.651 0.4 -0.7 0.6
C -2.305 -0.433 -0.110 2.9 0.3 -1.6
H 0.448 -0.416 1.216 0.0 0.1 -0.1
H 1.990 -0.617 0.345 -0.1 0.1 0.0
H -0.422 0.414 -2.011 0.1 0.4 0.2
H 1.670 0.899 1.244 -0.1 0.0 -0.1
```
Positions in Å, forces in eV/Å.

Values from the calculation:
HOMO (alpha / beta)   -10.064 / -11.274 eV
Energy above the lowest of the compared OMol25 structures with the same formula, charge and spin   146.2 kcal/mol
Gap between HOMO and LUMO (alpha / beta)   7.04 / 9.68 eV
Multiplicity   1
Total charge   0

***

Energy across the listed records, respectively: -526.901022; -1115.683278; -828.858411; -271.452331; -985.416146; -187.837202; -188.082131; -263.284665; -263.270303; -263.130212 Eh.